Entry from the OMol25 dataset: a cluster of 4 separate species, C30H61Cl2FINO2 in total at a distorted geometry (ωB97M-V/def2-TZVPD).

Calculated values
**Kohn-Sham gap**: 9.77 eV
**Highest occupied orbital energy**: -9.3 eV
**LUMO energy**: 0.438 eV
**Largest force on an atom**: 1.3 eV Å⁻¹
**SMILES string**: COC[C@@]1(C[C@H](C)Cl)NC(=O)[C@@H](C[C@@H](C)I)[C@]1(F)Cl.CCCCCC.CCCCCC.CCCCCC
**2S+1**: 1

```
98
Properties=species:S:1:pos:R:3:forces:R:3
C 1.8097 -0.5249 4.3091 0.2210 0.0918 0.2730
O 0.7542 -0.8921 3.4598 -0.0923 -0.0391 0.0739
C -0.1689 0.1366 3.2441 0.1464 -0.0187 -0.2205
C -0.5993 0.3007 1.7607 0.5307 0.1595 0.5925
C -2.1009 0.6483 1.7470 -0.0189 0.4152 0.0650
C -2.4106 2.0459 2.3255 -0.2741 -0.5225 0.2731
C -3.5183 2.0045 3.3747 0.2688 0.1491 -0.3395
Cl -2.9044 3.1503 1.0079 0.1005 0.2367 -0.0722
N 0.2458 1.3462 1.1367 -0.9331 0.3149 -0.8243
C -0.0245 1.3242 -0.2449 0.1896 0.3951 0.1016
O -0.1277 2.3187 -0.9254 0.2080 -0.6424 0.2456
C -0.1858 -0.1401 -0.6297 0.1682 -0.9769 0.4369
C 0.9606 -0.8210 -1.4028 -0.1049 0.2875 -0.5964
C 1.0976 -0.5048 -2.9053 0.0689 0.2820 0.0249
C 0.7940 0.9089 -3.3549 0.3462 0.0538 -0.0770
I 3.1608 -0.9158 -3.4641 -0.1528 -0.1720 -0.0288
C -0.2831 -0.8381 0.7724 -0.6318 -0.5686 -0.2931
F 0.8533 -1.5198 1.0643 -0.0910 0.3660 -0.1565
Cl -1.5979 -2.0954 0.7625 0.3829 0.1790 -0.0272
H 2.4566 -1.3848 4.4447 -0.0132 -0.1623 -0.0814
H 2.4047 0.2875 3.8855 0.0064 0.0949 -0.1038
H 1.4563 -0.2128 5.2956 -0.1025 0.0251 0.0841
H -1.0525 -0.0067 3.8691 -0.1196 -0.2052 0.0521
H 0.2715 1.0894 3.5502 -0.0195 0.1655 -0.0279
H -2.5274 0.5791 0.7510 0.0571 0.0015 -0.1877
H -2.6269 -0.0840 2.3516 0.0023 -0.1933 -0.0051
H -1.5322 2.4835 2.7902 0.1433 0.1311 -0.0892
H -4.4723 1.8312 2.8852 -0.1430 -0.1293 0.0680
H -3.3097 1.2045 4.0798 -0.0488 -0.0694 0.1645
H -3.5618 2.9504 3.9068 -0.0993 0.0794 0.0551
H 0.0714 2.2915 1.4640 0.2180 0.0148 0.2798
H -1.1226 -0.3677 -1.1299 -0.1600 0.5139 -0.2047
H 1.9029 -0.6197 -0.9061 0.0351 0.0370 0.1561
H 0.7621 -1.8881 -1.3391 0.2246 -0.1475 0.1862
H 0.5265 -1.2046 -3.5049 -0.0393 -0.1720 0.0158
H 1.0642 1.0494 -4.3983 -0.0649 -0.1235 -0.1321
H -0.2598 1.1480 -3.2422 -0.1172 0.0213 0.1609
H 1.3841 1.6193 -2.7854 -0.0857 0.1617 0.1021
C -0.1554 5.0049 2.9298 -0.0708 -0.0262 0.0047
C -0.4896 6.3373 3.5928 0.0481 -0.0192 -0.0307
C 0.5662 6.8015 4.5942 -0.0147 0.0299 0.0223
C 0.7804 5.8617 5.7817 0.0125 -0.0370 -0.0217
C -0.4725 5.5722 6.6065 0.0145 0.0568 0.0633
C -1.0778 6.8155 7.2519 -0.0389 -0.0862 -0.0301
H -0.0932 4.1987 3.6668 0.0393 0.0103 0.0162
H -0.9214 4.7342 2.2016 0.0248 0.0184 -0.0347
H 0.8018 5.0590 2.4067 0.0268 -0.0222 0.0186
H -1.4657 6.2665 4.0807 -0.0036 0.0185 0.0077
H -0.5937 7.1000 2.8176 -0.0221 0.0014 -0.0015
H 0.2952 7.7960 4.9585 0.0041 -0.0061 0.0116
H 1.5206 6.9238 4.0728 -0.0018 -0.0007 -0.0168
H 1.5425 6.2973 6.4350 -0.0045 -0.0031 0.0173
H 1.1976 4.9146 5.4273 0.0108 0.0061 -0.0086
H -0.2137 4.8561 7.3908 -0.0101 -0.0195 -0.0101
H -1.2270 5.0814 5.9848 0.0092 -0.0152 -0.0172
H -0.3523 7.3064 7.9035 0.0087 0.0272 -0.0128
H -1.9473 6.5546 7.8564 0.0022 0.0212 0.0162
H -1.4045 7.5397 6.5046 0.0081 0.0155 0.0006
C -5.3869 -2.1617 0.7163 0.0161 -0.0371 0.0787
C -4.8581 -3.5447 1.0857 -0.0104 0.1027 -0.0674
C -5.0088 -4.5741 -0.0322 0.0147 -0.0397 0.0115
C -6.4509 -4.8602 -0.4535 -0.0137 0.0447 -0.0184
C -7.3651 -5.3416 0.6715 0.0118 -0.0889 -0.0105
C -6.9174 -6.6591 1.2983 -0.0526 0.0776 0.0318
H -6.4580 -2.1784 0.5102 -0.0041 0.0100 -0.0124
H -5.2208 -1.4533 1.5305 -0.0024 0.0183 -0.0167
H -4.8778 -1.7765 -0.1701 -0.0160 0.0011 -0.0199
H -5.3550 -3.8962 1.9941 0.0095 -0.0246 -0.0025
H -3.7986 -3.4542 1.3326 -0.0204 -0.0788 0.0731
H -4.5263 -5.5051 0.2774 -0.0074 -0.0058 -0.0074
H -4.4535 -4.2271 -0.9096 0.0111 0.0133 0.0041
H -6.4363 -5.6148 -1.2460 -0.0114 -0.0123 0.0020
H -6.8852 -3.9630 -0.9035 0.0121 0.0039 -0.0010
H -8.3739 -5.4652 0.2694 -0.0104 0.0204 0.0094
H -7.4408 -4.5759 1.4484 -0.0009 0.0237 -0.0112
H -6.8648 -7.4488 0.5463 0.0306 -0.0084 -0.0046
H -7.6181 -6.9789 2.0705 0.0057 -0.0261 -0.0019
H -5.9350 -6.5714 1.7644 0.0122 -0.0106 -0.0068
C 9.2293 -2.0779 -7.5761 -0.0297 -0.0809 -0.0440
C 8.0270 -2.4449 -8.4414 0.0612 0.0657 0.0110
C 6.8256 -1.5236 -8.2374 -0.0368 -0.0181 -0.0218
C 6.2478 -1.5238 -6.8214 0.0359 0.0239 0.0313
C 5.8053 -2.8924 -6.3075 -0.0955 0.0111 -0.0287
C 4.6868 -3.5196 -7.1341 0.0646 -0.0385 0.0515
H 9.0013 -2.1594 -6.5125 0.0012 0.0118 0.0080
H 10.0719 -2.7393 -7.7823 0.0175 0.0163 0.0109
H 9.5518 -1.0538 -7.7744 -0.0060 0.0183 0.0257
H 7.7420 -3.4827 -8.2488 -0.0224 -0.0032 -0.0074
H 8.3214 -2.4018 -9.4932 -0.0066 -0.0245 -0.0078
H 6.0439 -1.7986 -8.9509 -0.0096 0.0036 0.0088
H 7.1168 -0.4999 -8.4925 0.0143 0.0021 -0.0068
H 5.3911 -0.8429 -6.7964 -0.0155 -0.0090 0.0128
H 6.9820 -1.1051 -6.1272 0.0057 0.0057 -0.0107
H 5.4584 -2.7791 -5.2775 0.0149 -0.0136 0.0341
H 6.6580 -3.5759 -6.2674 0.0222 0.0181 0.0079
H 3.8112 -2.8677 -7.1580 -0.0022 0.0128 -0.0223
H 4.3799 -4.4757 -6.7080 -0.0257 0.0008 -0.0079
H 4.9999 -3.7053 -8.1627 -0.0102 0.0100 -0.0122
```
Positions in Å, forces in eV/Å.